# 1
{
  "formula": "C24H27N3O4",
  "method": "ωB97M-V/def2-TZVPD",
  "species": ["C", "C", "C", "C", "C", "N", "C", "O", "C", "C", "N", "C", "C", "C", "O", "C", "C", "O", "C", "O", "N", "C", "C", "C", "C", "C", "C", "C", "C", "C", "C", "H", "H", "H", "H", "H", "H", "H", "H", "H", "H", "H", "H", "H", "H", "H", "H", "H", "H", "H", "H", "H", "H", "H", "H", "H", "H", "H"],
  "xyz": [[-1.18, -5.17, 0.65], [-1.67, -3.85, 0.14], [-3.02, -3.52, 0.26], [-3.51, -2.32, -0.20], [-2.65, -1.40, -0.81], [-3.09, -0.20, -1.27], [-2.31, 0.79, -1.82], [-2.81, 1.85, -2.17], [-0.89, 0.45, -1.96], [0.00, 1.55, -2.46], [0.58, 2.31, -1.36], [-0.29, 3.28, -0.72], [-0.87, 2.81, 0.63], [-2.19, 3.52, 0.94], [-2.73, 3.06, 2.16], [-2.93, 1.66, 2.12], [-1.61, 0.95, 1.81], [-1.09, 1.40, 0.58], [1.66, 1.90, -0.62], [1.98, 2.45, 0.41], [2.38, 0.85, -1.17], [3.46, 0.23, -0.51], [4.66, 0.08, -1.20], [5.73, -0.58, -0.61], [5.60, -1.09, 0.67], [4.40, -0.96, 1.34], [3.30, -0.32, 0.76], [2.01, -0.23, 1.51], [-0.43, -0.75, -1.55], [-1.28, -1.72, -0.95], [-0.82, -2.95, -0.47], [-0.11, -5.27, 0.52], [-1.41, -5.27, 1.71], [-1.67, -5.99, 0.13], [-3.70, -4.22, 0.73], [-4.56, -2.07, -0.09], [-4.07, 0.03, -1.17], [0.79, 1.14, -3.09], [-0.59, 2.24, -3.06], [0.28, 4.19, -0.54], [-1.12, 3.49, -1.41], [-0.14, 3.01, 1.43], [-2.04, 4.59, 1.05], [-2.89, 3.32, 0.11], [-3.31, 1.38, 3.11], [-3.67, 1.41, 1.35], [-1.77, -0.13, 1.70], [-0.89, 1.14, 2.62], [2.47, 0.85, -2.18], [4.76, 0.48, -2.20], [6.66, -0.68, -1.15], [6.43, -1.59, 1.14], [4.29, -1.37, 2.33], [1.97, -0.98, 2.30], [1.92, 0.76, 1.96], [1.16, -0.36, 0.84], [0.62, -0.99, -1.65], [0.23, -3.18, -0.58]],
  "charge": 0,
  "fmax_ev_per_a": 0.763,
  "e_tot_ev": -37988.0438,
  "smiles": "Cc1ccc2[nH]c(=O)c(CN(C[C@H]3COCCO3)C(=O)Nc3ccccc3C)cc2c1",
  "lumo_ev": 0.174
}

# 2
{
  "formula": "C24H27N5O3S",
  "method": "ωB97M-V/def2-TZVPD",
  "species": ["C", "C", "C", "C", "C", "C", "C", "C", "N", "C", "N", "N", "C", "O", "C", "C", "C", "C", "C", "O", "N", "C", "C", "C", "O", "C", "C", "C", "C", "C", "N", "C", "S", "H", "H", "H", "H", "H", "H", "H", "H", "H", "H", "H", "H", "H", "H", "H", "H", "H", "H", "H", "H", "H", "H", "H", "H", "H", "H", "H"],
  "xyz": [[8.38, 2.47, 1.19], [8.66, 1.71, -0.11], [8.33, 0.25, 0.02], [9.35, -0.66, 0.25], [9.10, -2.01, 0.41], [7.79, -2.47, 0.34], [6.75, -1.59, 0.12], [7.01, -0.23, -0.04], [5.98, 0.68, -0.26], [4.66, 0.45, -0.38], [4.04, -0.66, -0.30], [2.71, -0.52, -0.47], [1.85, -1.64, -0.42], [2.28, -2.75, -0.20], [0.46, -1.26, -0.64], [-0.53, -2.25, -0.65], [-1.85, -1.91, -0.88], [-2.21, -0.57, -1.08], [-3.66, -0.28, -1.34], [-4.37, -1.05, -1.95], [-4.09, 0.90, -0.85], [-5.46, 1.34, -0.95], [-6.02, 1.77, 0.40], [-6.19, 0.57, 1.35], [-7.08, -0.40, 0.88], [-8.47, -0.09, 0.93], [-9.03, 0.09, -0.48], [-9.18, -1.24, 1.64], [-1.24, 0.41, -1.08], [0.10, 0.08, -0.87], [1.03, 1.09, -0.89], [2.25, 0.75, -0.70], [3.59, 1.87, -0.70], [9.00, 2.06, 1.99], [8.62, 3.53, 1.07], [7.34, 2.39, 1.49], [9.72, 1.81, -0.35], [8.10, 2.17, -0.94], [10.37, -0.30, 0.31], [9.91, -2.70, 0.59], [7.58, -3.52, 0.46], [5.74, -1.95, 0.06], [6.26, 1.65, -0.38], [-0.23, -3.27, -0.49], [-2.62, -2.66, -0.90], [-3.45, 1.48, -0.32], [-6.02, 0.49, -1.34], [-5.53, 2.17, -1.67], [-5.35, 2.49, 0.87], [-6.98, 2.26, 0.25], [-5.24, 0.05, 1.46], [-6.51, 0.94, 2.34], [-8.62, 0.83, 1.51], [-10.10, 0.24, -0.45], [-8.57, 0.95, -0.97], [-8.81, -0.80, -1.07], [-9.02, -2.16, 1.09], [-8.78, -1.37, 2.64], [-10.25, -1.04, 1.71], [-1.47, 1.45, -1.28]],
  "charge": 0,
  "fmax_ev_per_a": 1.626,
  "e_tot_ev": -49755.5189,
  "smiles": "CCc1ccccc1Nc1nn2c(=O)c3ccc(C(=O)NCCCOC(C)C)cc3nc2s1",
  "lumo_ev": 0.136
}

# 3
{
  "formula": "C24H27N6OPd",
  "method": "ωB97M-V/def2-TZVPD",
  "species": ["Pd", "C", "C", "C", "C", "C", "C", "N", "N", "C", "C", "C", "C", "C", "C", "H", "H", "H", "H", "H", "H", "H", "H", "H", "N", "C", "O", "C", "C", "C", "C", "N", "C", "H", "H", "H", "H", "H", "H", "C", "C", "N", "C", "C", "N", "C", "C", "H", "H", "H", "H", "H", "H", "H", "H", "H", "H", "H", "H"],
  "xyz": [[-0.41, 0.18, 0.19], [1.55, -2.79, -4.23], [1.60, -2.81, -2.84], [1.01, -1.79, -2.12], [0.37, -0.75, -2.79], [0.32, -0.72, -4.18], [0.91, -1.75, -4.89], [-0.22, 0.26, -1.98], [-0.68, 1.26, -2.56], [-1.25, 2.22, -1.71], [-1.77, 3.36, -2.32], [-2.34, 4.35, -1.53], [-2.40, 4.18, -0.16], [-1.88, 3.03, 0.45], [-1.30, 2.04, -0.32], [2.01, -3.59, -4.80], [2.10, -3.62, -2.33], [1.05, -1.78, -1.04], [-0.18, 0.09, -4.69], [0.88, -1.74, -5.97], [-1.70, 3.46, -3.40], [-2.74, 5.24, -1.99], [-2.85, 4.95, 0.46], [-1.95, 2.94, 1.53], [-5.39, -0.22, 2.95], [-5.56, -1.18, 2.02], [-6.56, -1.86, 1.95], [-4.43, -1.43, 1.04], [-4.63, -2.40, 0.07], [-3.64, -2.64, -0.86], [-2.46, -1.91, -0.79], [-2.25, -0.99, 0.16], [-3.22, -0.75, 1.04], [-6.16, -0.03, 3.56], [-4.62, 0.42, 2.96], [-5.57, -2.93, 0.06], [-3.76, -3.38, -1.64], [-1.66, -2.08, -1.49], [-3.00, 0.04, 1.76], [-0.47, 0.97, 3.23], [0.03, 0.73, 4.67], [1.17, -0.18, 4.66], [0.73, -1.49, 4.20], [-0.01, -1.37, 2.85], [0.18, 0.00, 2.31], [1.63, 0.30, 2.28], [2.18, 0.34, 3.74], [-0.21, 1.97, 2.87], [-1.55, 0.87, 3.15], [-0.75, 0.28, 5.28], [0.32, 1.67, 5.14], [0.08, -1.93, 4.96], [1.60, -2.14, 4.11], [-1.08, -1.54, 2.95], [0.36, -2.08, 2.11], [1.78, 1.26, 1.77], [2.12, -0.48, 1.69], [2.43, 1.36, 4.03], [3.08, -0.26, 3.82]],
  "charge": 1,
  "fmax_ev_per_a": 0.172,
  "e_tot_ev": -39786.4595,
  "lumo_ev": [-3.583, -4.211],
  "s2": 2.007,
  "multiplicity": 3
}

# 4
{
  "formula": "C24H28B2CdN4O16",
  "method": "ωB97M-V/def2-TZVPD",
  "species": ["Cd", "O", "C", "O", "B", "O", "C", "O", "O", "C", "O", "C", "O", "O", "O", "C", "O", "B", "O", "C", "O", "O", "C", "O", "C", "O", "O", "C", "C", "C", "C", "N", "H", "H", "H", "H", "H", "H", "H", "C", "C", "C", "C", "N", "H", "H", "H", "H", "H", "H", "H", "C", "C", "C", "C", "N", "H", "H", "H", "H", "H", "H", "H", "C", "C", "C", "C", "N", "H", "H", "H", "H", "H", "H", "H"],
  "xyz": [[0.83, 0.26, -1.73], [7.85, -1.74, 8.55], [6.78, -2.11, 8.03], [6.52, -2.24, 6.74], [5.05, -2.56, 6.56], [4.51, -2.45, 7.92], [5.44, -2.27, 8.82], [5.31, -2.18, 10.04], [4.80, -3.92, 5.99], [4.10, -3.72, 4.83], [3.77, -4.58, 4.02], [3.86, -2.25, 4.63], [4.31, -1.65, 5.67], [3.22, -1.77, 3.68], [-7.15, -0.18, -0.06], [-7.00, -0.95, 0.87], [-7.88, -1.40, 1.71], [-7.28, -2.18, 2.76], [-5.88, -2.36, 2.35], [-5.69, -1.52, 1.34], [-4.62, -1.30, 0.77], [-7.42, -1.49, 4.09], [-8.35, -2.11, 4.80], [-8.89, -1.74, 5.82], [-8.62, -3.49, 4.10], [-8.03, -3.46, 2.93], [-9.29, -4.46, 4.58], [-0.35, -8.93, -3.56], [-0.08, -8.50, -5.04], [-0.77, -7.17, -5.48], [-0.12, -6.00, -4.79], [0.39, -5.12, -4.24], [-1.41, -8.93, -3.30], [0.12, -8.26, -2.84], [0.03, -9.92, -3.31], [-0.49, -9.26, -5.71], [0.99, -8.43, -5.24], [-1.83, -7.17, -5.21], [-0.58, -6.95, -6.52], [-4.82, 5.92, -5.71], [-4.83, 5.06, -7.00], [-3.45, 4.64, -7.51], [-2.69, 3.97, -6.45], [-2.04, 3.46, -5.62], [-3.93, 6.56, -5.73], [-4.78, 5.35, -4.79], [-5.69, 6.57, -5.74], [-5.36, 5.59, -7.79], [-5.45, 4.19, -6.76], [-2.90, 5.53, -7.81], [-3.59, 3.98, -8.37], [10.00, 0.13, -0.14], [9.89, 1.37, -0.97], [9.15, 1.17, -2.33], [7.76, 0.84, -1.98], [6.66, 0.63, -1.77], [10.56, -0.63, -0.68], [9.04, -0.26, 0.22], [10.63, 0.31, 0.74], [10.87, 1.85, -1.02], [9.26, 2.09, -0.45], [9.63, 0.37, -2.89], [9.05, 2.05, -2.97], [-3.81, 6.69, 2.62], [-2.68, 7.79, 2.45], [-1.32, 7.21, 2.59], [-1.00, 6.09, 1.66], [-0.81, 5.16, 0.96], [-3.56, 6.01, 3.44], [-3.82, 6.11, 1.70], [-4.78, 7.13, 2.83], [-2.84, 8.51, 3.25], [-2.79, 8.34, 1.51], [-1.21, 6.82, 3.61], [-0.52, 7.90, 2.33]],
  "charge": 0,
  "fmax_ev_per_a": 5.535,
  "e_tot_ev": -69978.0813,
  "lumo_ev": -8.384
}